Entry 1:
126
Properties=species:S:1:pos:R:3:mulliken_charge:R:1 method="wB97M-V/def2-TZVPD" e_lumo_ev=-0.09 gap_ev=9.93 de_lowest_kcal_mol=146.2
C -6.96797 2.32353 0.79031 -1.14
C -7.26299 2.75374 -0.62677 -0.16
O -6.82145 4.10130 -0.81622 -0.49
H -7.25883 1.27577 0.86589 0.32
H -7.54227 2.94944 1.47334 0.40
H -5.90941 2.38538 1.04276 0.29
H -8.33165 2.82354 -0.82968 0.23
H -6.83873 2.01871 -1.31076 0.26
H -6.95934 4.38138 0.09160 0.29
C -0.55291 4.06540 6.61222 -1.07
C 0.01683 2.90344 5.83557 -0.11
O 0.60929 3.28872 4.59510 -0.48
H -1.05590 3.72383 7.51688 0.34
H -1.37862 4.57960 6.12039 0.26
H 0.22051 4.81369 6.78537 0.29
H -0.77188 2.21147 5.54024 0.29
H 0.76621 2.36491 6.41567 0.21
H 0.18439 2.69696 3.96989 0.29
C -2.77422 8.27629 1.59597 -1.08
C -2.78241 6.74172 1.80886 -0.07
O -3.98934 6.35216 2.35786 -0.52
H -1.74120 8.46418 1.30328 0.31
H -3.07876 8.95235 2.39491 0.32
H -3.39780 8.52548 0.73739 0.27
H -1.98128 6.43899 2.48315 0.21
H -2.54969 6.23892 0.87017 0.25
H -3.82541 5.48558 2.73702 0.30
C -0.47855 1.33571 0.16209 -1.10
C 0.45437 0.22923 0.58511 -0.10
O 0.01277 -0.28451 1.80777 -0.50
H -1.48724 1.35954 0.57451 0.32
H -0.68056 1.30618 -0.90862 0.32
H -0.24506 2.36206 0.44525 0.29
H 1.47969 0.57563 0.71479 0.24
H 0.44505 -0.59112 -0.13255 0.28
H 0.50093 -1.06956 2.06660 0.25
C 5.13520 0.16523 5.00683 -1.00
C 5.66132 1.59938 4.76667 -0.17
O 4.91697 2.44867 5.56978 -0.51
H 4.24081 -0.01572 4.41065 0.26
H 4.73685 0.05669 6.01561 0.34
H 5.91882 -0.54523 4.74359 0.32
H 5.64755 1.85756 3.70777 0.18
H 6.69940 1.50877 5.08650 0.30
H 4.02140 2.48845 5.22629 0.28
C -5.48117 -2.71172 -2.58354 -1.05
C -5.35865 -3.14155 -1.13077 -0.08
O -4.12924 -3.71570 -1.05263 -0.51
H -4.53279 -2.48241 -3.06945 0.32
H -6.14224 -1.86654 -2.77527 0.28
H -5.69695 -3.58910 -3.19324 0.29
H -6.19059 -3.77826 -0.82985 0.27
H -5.19678 -2.31820 -0.43508 0.21
H -3.50974 -3.09164 -1.43779 0.28
C 3.60927 0.60523 -6.22322 -1.07
C 2.37679 1.24432 -5.56758 -0.08
O 1.26824 0.82231 -6.34487 -0.53
H 4.46452 0.63365 -5.54805 0.35
H 4.04438 1.21385 -7.01592 0.29
H 3.47522 -0.43249 -6.52862 0.30
H 2.38217 2.33426 -5.55811 0.25
H 2.17314 0.92364 -4.54592 0.23
H 0.44383 1.12559 -5.95760 0.27
C -0.21607 -5.08085 -6.75824 -1.07
C -0.83451 -4.77045 -5.44784 -0.22
O -0.16584 -3.79049 -4.67874 -0.48
H -0.70519 -5.89370 -7.29502 0.33
H 0.79887 -5.45548 -6.62541 0.27
H -0.14313 -4.18241 -7.37108 0.32
H -0.93104 -5.70815 -4.90057 0.34
H -1.84842 -4.50385 -5.74625 0.21
H -0.12199 -2.97592 -5.18486 0.29
C -5.12834 -4.03220 6.14974 -1.03
C -3.94919 -3.88377 5.14003 -0.17
O -3.23169 -2.74974 5.47915 -0.48
H -5.79780 -4.86598 5.93824 0.34
H -5.70638 -3.10953 6.09813 0.27
H -4.76432 -4.21337 7.16106 0.27
H -4.28398 -3.86337 4.10291 0.29
H -3.30874 -4.76348 5.20350 0.20
H -2.94426 -2.47013 4.60692 0.30
C -2.97549 3.43014 -8.02613 -0.96
C -3.64687 2.63176 -6.95419 -0.19
O -2.82982 2.71352 -5.81103 -0.51
H -3.60118 3.47207 -8.91766 0.33
H -2.00150 3.04649 -8.32987 0.24
H -2.86789 4.50227 -7.86168 0.31
H -3.78584 1.57337 -7.17466 0.24
H -4.62477 3.03915 -6.69760 0.25
H -2.87470 3.57213 -5.38396 0.29
C 1.90637 -5.04274 5.63972 -0.97
C 2.43850 -5.27434 4.19566 -0.26
O 2.19130 -4.14419 3.40252 -0.49
H 2.29411 -4.13325 6.09865 0.28
H 2.19784 -5.96489 6.14248 0.34
H 0.81692 -5.01324 5.65778 0.23
H 2.01573 -6.21060 3.83129 0.29
H 3.51099 -5.46805 4.21370 0.29
H 2.48857 -4.30744 2.50443 0.29
C 2.00589 -8.07899 -2.15763 -0.95
C 2.94829 -6.96072 -1.89114 -0.22
O 2.26384 -5.80901 -1.45082 -0.49
H 2.39601 -9.09463 -2.22387 0.35
H 1.60351 -8.05353 -3.17032 0.27
H 1.29639 -8.16170 -1.33430 0.27
H 3.56687 -6.64346 -2.73068 0.28
H 3.55291 -7.23805 -1.02765 0.22
H 1.83178 -5.38087 -2.19354 0.27
C 6.66448 -1.38538 -0.90993 -1.09
C 7.71642 -0.96281 0.18007 0.00
O 8.38877 -2.10739 0.57011 -0.50
H 5.87261 -0.65534 -1.07757 0.36
H 6.02591 -2.18199 -0.52817 0.29
H 7.09088 -1.68316 -1.86785 0.28
H 7.09025 -0.47866 0.92948 0.14
H 8.40454 -0.25795 -0.28658 0.23
H 8.71564 -1.96644 1.46167 0.30
C 2.94681 6.38165 -1.07491 -0.92
C 3.63059 5.60092 0.14455 -0.18
O 5.00043 5.60910 -0.09154 -0.53
H 3.08735 5.69440 -1.90920 0.24
H 3.42248 7.33264 -1.31463 0.29
H 1.87029 6.44387 -0.91574 0.30
H 3.28599 4.56689 0.15505 0.16
H 3.48484 5.98270 1.15505 0.34
H 5.46168 5.67994 0.74742 0.31

***

Entry 2:
15
Properties=species:S:1:pos:R:3:mulliken_charge:R:1 method="wB97M-V/def2-TZVPD" e_lumo_ev=0.75 gap_ev=9.09 smiles="NP(N)O.C=CCl" de_lowest_kcal_mol=41.9
C -3.33968 1.06073 0.78377 -0.66
C -2.72996 0.59505 -0.27229 0.00
N 2.83952 0.72220 -0.48871 -0.73
N 1.72616 -0.91933 1.13706 -0.50
O 1.60745 -1.26105 -1.30829 -0.49
P 1.30328 -0.07042 -0.28931 0.38
Cl -1.71939 -0.79551 -0.23559 -0.19
H 0.72650 -1.53688 -1.66620 0.33
H -3.72230 2.00771 0.76167 0.27
H -3.44928 0.55424 1.67733 0.27
H -2.72109 1.15503 -1.21094 0.29
H 3.47143 -0.08716 -0.52326 0.28
H 2.89704 1.12778 -1.40507 0.27
H 1.39144 -0.65730 2.06675 0.23
H 1.71887 -1.89508 0.97308 0.24

***

Entry 3:
54
Properties=species:S:1:pos:R:3:mulliken_charge:R:1 method="wB97M-V/def2-TZVPD" e_lumo_ev=0.20 gap_ev=7.94 de_lowest_kcal_mol=16.9
N -0.55166 0.80407 2.38896 -0.28
C 0.39974 0.13669 1.64326 0.25
C 0.35384 -0.03474 0.30584 2.09
C -0.74620 0.40467 -0.53394 1.95
C -0.67004 0.58307 -1.85599 -1.52
C 1.52619 -0.44069 2.44347 -1.26
H -0.28541 1.08946 3.33775 0.30
H -1.11707 1.51368 1.88782 0.20
H 1.15377 -0.53267 -0.24970 -0.59
H -1.71722 0.57696 -0.02685 -1.63
H -1.47551 0.89563 -2.45334 0.40
H 0.26708 0.41608 -2.47564 -0.26
H 2.56642 -0.25399 1.96666 0.21
H 1.43831 -1.51667 2.49786 0.29
H 1.60089 -0.10437 3.49745 0.41
H 0.80141 2.62796 -1.55705 0.43
H 1.79006 3.06220 -2.62649 0.26
O 1.52327 2.28010 -2.19235 -0.68
H 1.73580 -3.81864 0.45231 0.22
H 1.94867 -2.34797 0.18568 0.33
O 1.34595 -2.94494 0.57593 -0.61
H 1.37541 2.35929 1.96461 0.38
H 2.38336 2.28762 0.80997 0.51
O 1.86230 2.91710 1.35779 -0.88
H -3.37883 -0.36218 1.06398 0.50
H -4.66704 0.17952 0.36100 0.29
O -3.71189 0.19263 0.27958 -0.81
H 2.57065 1.56188 -1.03902 0.40
H 4.00621 1.54196 -0.52418 0.26
O 3.13290 1.24398 -0.33613 -0.73
H 1.76501 -0.27256 -2.97063 0.40
H 1.14590 -1.64847 -2.68931 0.50
O 1.95956 -1.22182 -2.94953 -0.82
H 0.53160 3.36128 0.33862 0.56
H -0.87217 2.95989 -0.05615 0.30
O -0.10784 3.39983 -0.41008 -0.86
H -0.35926 -2.94840 0.96472 0.40
H -1.66808 -3.03640 0.12727 0.33
O -1.31343 -3.06158 1.02212 -0.78
H -1.12709 -2.01246 -1.72870 0.37
H 0.21461 -2.61431 -1.04884 0.40
O -0.21256 -2.41274 -1.92308 -0.86
H -2.06521 -0.58634 2.52210 0.34
H -2.23232 -1.94581 1.88890 0.54
O -2.77584 -1.16506 2.23930 -0.89
H -2.89663 1.69800 0.41461 0.08
H -3.00983 3.23792 0.78321 0.24
O -2.40631 2.50647 0.67922 -0.64
H -3.03407 -0.94984 -0.78088 0.31
H -2.97502 -1.33544 -2.30394 0.31
O -2.72482 -1.64654 -1.43243 -0.72
H 2.90206 -1.41668 -1.54064 0.55
H 3.12845 -0.50679 -0.38013 0.41
O 3.20813 -1.42267 -0.57930 -0.88

***

Entry 4:
42
Properties=species:S:1:pos:R:3:mulliken_charge:R:1 method="wB97M-V/def2-TZVPD" e_lumo_ev=-14.00 gap_ev=3.48 charge=+3 de_lowest_kcal_mol=3.0
O 5.46666 0.85870 -2.40687 -0.04
C 4.61327 1.39514 -1.83433 0.37
Mo 2.91254 2.34255 -0.88147 -0.06
C 1.89846 2.45816 -2.72321 0.50
O 1.35410 2.44359 -3.75155 -0.07
C 1.67529 0.21603 -0.43771 0.00
O 2.42305 -0.74056 -0.53657 -0.25
H 0.58326 -0.17606 -0.21061 0.32
C 2.16580 3.01517 1.06270 -0.25
C 3.59306 2.84099 1.17885 -0.39
C 4.22938 3.73807 0.24678 -0.42
C 3.20081 4.48930 -0.42390 -0.30
C 1.92555 4.05169 0.08851 -0.47
H 1.40781 2.46640 1.60996 0.64
H 4.09949 2.17246 1.86802 0.45
H 5.29733 3.90331 0.14907 0.59
H 3.35945 5.31836 -1.10633 0.53
H 0.95958 4.45866 -0.18309 0.50
F -5.22793 -1.59198 3.12140 -0.26
C -3.96149 -1.11384 2.87630 0.02
C -3.34893 -0.31663 3.84093 -0.50
C -2.05233 0.14088 3.56677 -0.63
C -1.40354 -0.21138 2.39765 -0.36
C -2.02140 -1.06566 1.42398 1.04
C -1.19366 -1.48430 0.34232 -0.55
C -1.49964 -2.26075 -0.81463 1.41
C -0.46727 -2.41461 -1.80333 -0.13
C -0.64234 -3.22328 -2.91760 -0.85
C -1.84945 -3.91389 -3.10921 -0.39
C -2.87437 -3.78291 -2.16677 -0.95
C -2.71353 -2.97024 -1.04484 -0.31
C -3.36892 -1.45905 1.67425 -0.55
H -3.87756 -0.07028 4.76062 0.49
H -1.55832 0.78449 4.29617 0.40
H -0.38583 0.13943 2.21197 0.24
H -0.11818 -1.36409 0.55217 0.94
H 0.47999 -1.89777 -1.63856 0.15
H 0.16185 -3.31928 -3.64470 0.43
H -1.98888 -4.55366 -3.98305 0.43
H -3.81635 -4.31810 -2.29670 0.45
H -3.51214 -2.92647 -0.31649 0.23
H -3.92467 -2.05857 0.96309 0.57